Version A
C4H8NO | the ωB97M-V functional and the def2-TZVPD basis

```
14
Properties=species:S:1:pos:R:3:nbo_charge:R:1
C 1.466 0.226 0.049 -0.08
C 2.702 -0.175 -0.193 -0.29
C -0.566 1.059 -0.923 0.15
N 0.579 0.491 -1.027 -0.41
H 1.048 0.371 1.033 0.23
H 3.142 -0.309 -1.174 0.22
H 3.374 -0.428 0.615 0.25
H -1.144 1.238 -1.816 0.25
H -0.834 1.316 0.090 0.23
H 0.856 0.186 -1.959 0.44
O -2.334 -0.663 0.223 -0.55
C -2.680 -1.003 1.326 0.32
H -3.687 -1.310 1.628 0.15
H -1.923 -0.999 2.128 0.11
```

## Properties
E_HOMO ... -14.027 eV
E_LUMO ... -0.18518 Ha
Kohn-Sham gap ... 8.99 eV
Net charge ... +1

---

Version B
C4H8NO | the ωB97M-V functional and the def2-TZVPD basis

```
14
Properties=species:S:1:pos:R:3:nbo_charge:R:1
C 1.961 0.838 0.061 -0.58
C 0.660 -0.066 0.014 0.22
C 2.260 -0.055 -1.108 0.36
C -1.830 -0.808 -0.015 -0.43
N -0.875 0.320 0.210 -0.56
O 1.089 -0.620 -1.218 -0.43
H 1.812 1.828 -0.333 0.28
H 2.587 0.594 0.941 0.29
H 0.617 -0.854 0.855 0.20
H -2.842 -0.310 0.130 0.25
H -1.674 -1.218 -1.003 0.25
H -1.721 -1.615 0.767 0.25
H -0.978 0.869 1.184 0.47
H -1.067 1.097 -0.484 0.44
```

## Properties
E_HOMO ... -13.043 eV
E_LUMO ... -0.14870 Ha
Kohn-Sham gap ... 9.00 eV
Net charge ... +1

---

version A takes first place; second place is 67.3 kcal/mol up.

---

Version A
C4H8NO | the ωB97M-V functional and the def2-TZVPD basis

```
14
Properties=species:S:1:pos:R:3:nbo_charge:R:1
C -0.858 -1.659 0.593 0.10
N -0.304 -0.579 0.271 -0.24
C -0.732 0.680 -0.317 -0.29
C 0.503 1.606 -0.320 -0.10
O 1.462 1.040 0.501 -0.46
C 1.362 -0.297 0.391 0.13
H -0.309 -2.374 1.262 0.23
H -1.892 -1.845 0.679 0.23
H -1.483 1.275 0.213 0.26
H -1.054 0.464 -1.242 0.24
H 1.024 1.726 -1.349 0.20
H 0.349 2.707 -0.064 0.25
H 1.620 -0.664 1.367 0.22
H 1.766 -0.841 -0.530 0.21
```

## Properties
E_HOMO ... -15.185 eV
SMILES ... C=[N+]1CCOC1
E_LUMO ... -0.18438 Ha
Kohn-Sham gap ... 10.17 eV
Net charge ... +1

---

Version B
C4H8NO | the ωB97M-V functional and the def2-TZVPD basis

```
14
Properties=species:S:1:pos:R:3:nbo_charge:R:1
C 0.389 -1.901 0.277 0.11
C -2.769 -0.252 -0.026 0.50
C 0.567 1.589 0.211 -0.67
C 0.922 0.267 -0.471 -0.22
N 0.000 -0.767 -0.027 -0.42
O -3.784 0.134 0.244 -0.38
H 1.529 -1.932 0.333 0.22
H -0.197 -2.783 0.301 0.24
H -1.022 -0.476 -0.190 0.41
H -0.016 2.227 -0.524 0.24
H 0.206 1.544 1.236 0.24
H 1.578 2.150 0.335 0.26
H 1.983 -0.149 -0.225 0.23
H 0.614 0.349 -1.476 0.24
```

## Properties
E_HOMO ... -16.616 eV
E_LUMO ... -0.16989 Ha
Kohn-Sham gap ... 11.99 eV
Net charge ... +1

---

version B takes first place; second place is 18.0 kcal/mol up.

---

Version A
C3H13NO3 | the ωB97M-V functional and the def2-TZVPD basis

```
20
Properties=species:S:1:pos:R:3:nbo_charge:R:1
C -0.709 -0.335 -2.266 -0.53
C -0.387 -0.969 -1.136 0.19
C -1.580 -1.386 -0.278 -0.65
N 0.927 -1.191 -0.772 -0.82
H 0.127 -0.026 -2.894 0.18
H -1.683 -0.253 -2.710 0.21
H -1.875 -0.679 0.505 0.21
H -1.348 -2.350 0.199 0.21
H -2.512 -1.421 -0.844 0.23
H 1.201 -1.765 0.005 0.39
H 1.496 -1.195 -1.598 0.39
O -1.232 2.276 -0.257 -0.97
H -1.943 1.633 -0.218 0.46
H -0.412 1.756 -0.259 0.50
O 1.304 -0.224 2.845 -0.96
H 1.953 0.006 3.522 0.50
H 0.427 0.121 3.008 0.49
O 1.358 1.282 0.634 -0.97
H 1.205 1.990 1.271 0.46
H 1.325 0.465 1.182 0.49
```

## Properties
E_HOMO ... -7.905 eV
SMILES ... C=C(C)N.O.O.O
E_LUMO ... 0.01053 Ha
Kohn-Sham gap ... 8.19 eV

---

Version B
C3H13NO3 | the ωB97M-V functional and the def2-TZVPD basis

```
20
Properties=species:S:1:pos:R:3:nbo_charge:R:1
N 2.493 0.701 1.420 -0.86
C 1.052 0.318 1.164 -0.24
C 0.362 0.368 -0.370 -0.44
C 1.123 1.241 -1.449 -0.07
O 0.914 0.755 -2.743 -0.72
H 3.265 0.165 1.068 0.36
H 2.628 1.708 1.112 0.35
H 0.583 1.045 1.929 0.20
H 0.816 -0.606 1.784 0.21
H 0.268 -0.686 -0.689 0.21
H -0.687 0.792 -0.097 0.20
H 0.994 2.221 -1.160 0.17
H 2.168 1.128 -1.228 0.15
H 0.775 1.468 -3.430 0.48
O -1.765 -0.592 3.309 -0.93
H -2.598 -0.357 3.803 0.47
H -2.135 -0.584 2.414 0.46
O -3.549 -3.189 -2.614 -0.93
H -3.840 -3.344 -1.725 0.46
H -2.865 -2.553 -2.497 0.46
```

## Properties
E_HOMO ... -9.032 eV
SMILES ... NCCCO.O.O
E_LUMO ... 0.01385 Ha
Kohn-Sham gap ... 9.41 eV

---

version A takes first place; second place is 29.7 kcal/mol up.

---

Version A
C3H13NO3 | the ωB97M-V functional and the def2-TZVPD basis

```
20
Properties=species:S:1:pos:R:3:nbo_charge:R:1
C -3.062 0.380 -0.122 -0.63
C -2.089 1.192 0.734 -0.30
C -0.724 1.202 0.479 0.02
N 0.298 2.149 0.397 -0.82
H -3.503 0.995 -0.922 0.21
H -2.639 -0.580 -0.391 0.21
H -3.935 0.318 0.517 0.21
H -2.515 2.166 1.169 0.17
H -0.504 0.221 0.108 0.15
H 1.221 1.868 0.093 0.40
H 0.225 2.673 1.210 0.38
O 3.143 1.054 0.726 -0.95
H 2.338 0.924 1.130 0.46
H 3.676 0.278 0.888 0.48
O 0.085 -2.958 -2.508 -0.93
H -0.722 -2.652 -2.865 0.46
H 0.037 -3.888 -2.746 0.47
O 1.485 -1.834 0.687 -0.94
H 0.840 -1.737 -0.051 0.48
H 0.944 -2.364 1.289 0.47
```

## Properties
E_HOMO ... -7.843 eV
SMILES ... C/C=C/N.O.O.O
E_LUMO ... 0.01800 Ha
Kohn-Sham gap ... 8.33 eV

---

Version B
C3H13NO3 | the ωB97M-V functional and the def2-TZVPD basis

```
20
Properties=species:S:1:pos:R:3:nbo_charge:R:1
C 0.426 2.007 -0.593 -0.38
C -0.290 0.952 -0.949 -0.20
C -1.777 0.835 -0.790 -0.26
N -2.091 -0.334 0.049 -0.85
H 1.500 2.006 -0.698 0.23
H -0.051 2.888 -0.189 0.18
H 0.204 0.084 -1.366 0.21
H -2.248 0.758 -1.776 0.18
H -2.164 1.724 -0.299 0.19
H -1.761 -1.190 -0.402 0.37
H -3.088 -0.416 0.178 0.37
O 2.996 0.032 -0.444 -0.97
H 2.380 -0.664 -0.161 0.50
H 3.826 -0.435 -0.578 0.47
O 1.287 -2.185 0.378 -1.00
H 1.085 -3.118 0.486 0.48
H 0.780 -1.739 1.088 0.51
O -0.271 -0.774 2.143 -0.99
H 0.191 0.022 2.433 0.48
H -0.934 -0.452 1.491 0.50
```

## Properties
E_HOMO ... -9.769 eV
SMILES ... C=CCN.O.O.O
E_LUMO ... 0.02964 Ha
Kohn-Sham gap ... 10.58 eV

---

Version C
C3H13NO3 | the ωB97M-V functional and the def2-TZVPD basis

```
20
Properties=species:S:1:pos:R:3:nbo_charge:R:1
C -0.802 0.136 2.295 -0.42
N -0.536 0.332 0.882 -0.64
C 0.779 1.044 0.728 -0.25
C 1.101 1.175 -0.771 -0.09
O 1.422 -0.045 -1.473 -0.72
H -0.713 -0.844 2.762 0.20
H 0.005 0.676 2.842 0.18
H -1.861 0.477 2.466 0.20
H -1.259 0.952 0.619 0.36
H 1.535 0.594 1.312 0.20
H 0.594 2.019 1.260 0.18
H 2.136 1.713 -0.853 0.18
H 0.299 1.756 -1.246 0.18
H 0.767 -0.103 -2.100 0.49
O -0.459 -2.285 -0.387 -1.01
H -0.362 -1.343 0.059 0.51
H 0.398 -2.704 -0.134 0.48
O -0.777 -0.809 -2.837 -0.99
H -0.885 -1.413 -2.045 0.51
H -1.380 -1.329 -3.380 0.47
```

## Properties
E_HOMO ... -9.675 eV
SMILES ... CNCCO.O.O
E_LUMO ... 0.03052 Ha
Kohn-Sham gap ... 10.51 eV

---

version B takes first place; second place is 24.0 kcal/mol up.

---

Version A
C3H11NO2 | the ωB97M-V functional and the def2-TZVPD basis

```
17
Properties=species:S:1:pos:R:3:nbo_charge:R:1
C 1.009 1.410 0.164 -0.27
C -0.065 0.273 0.316 -0.38
C 0.293 -0.561 1.600 -0.05
O -0.609 -1.621 1.627 -0.63
N 1.468 1.455 -1.187 -0.34
H 0.563 2.354 0.480 0.26
H 1.881 1.189 0.779 0.25
H -1.039 0.706 0.519 0.26
H -0.003 -0.430 -0.510 0.23
H 1.356 -0.818 1.629 0.17
H 0.071 0.055 2.464 0.20
H -0.534 -2.143 0.804 0.48
H 1.589 2.326 -1.699 0.42
H 2.384 0.999 -1.263 0.40
H -2.581 -2.466 -1.667 0.48
H -3.202 -1.236 -2.380 0.49
O -2.582 -1.492 -1.675 -0.96
```

## Properties
E_HOMO (spin up / spin down) ... -14.560 / -14.293 eV
E_LUMO (spin up / spin down) ... -0.12673 / -0.32422 Ha
2S+1 ... 2
Kohn-Sham gap (spin up / spin down) ... 11.11 / 5.47 eV
Net charge ... +1

---

Version B
C3H11NO2 | the ωB97M-V functional and the def2-TZVPD basis

```
17
Properties=species:S:1:pos:R:3:nbo_charge:R:1
C -0.953 -1.045 1.141 -0.66
C -1.143 0.377 0.569 -0.28
C -1.751 1.260 -1.595 0.05
N -1.108 0.307 -0.959 -0.07
H -1.796 -1.515 1.560 0.25
H -0.248 -0.926 1.979 0.27
H -0.483 -1.766 0.467 0.25
H -2.072 0.877 0.949 0.28
H -0.282 1.006 0.868 0.27
H -2.712 1.701 -1.116 0.29
H -1.583 1.392 -2.741 0.29
H 0.534 -0.603 -1.064 0.44
H 1.878 -0.537 -1.965 0.49
O 1.604 -0.945 -1.122 -0.87
H 3.273 -0.224 1.599 0.48
H 2.181 0.135 0.699 0.47
O 2.414 0.290 1.720 -0.95
```

## Properties
E_HOMO (spin up / spin down) ... -14.182 / -14.181 eV
E_LUMO (spin up / spin down) ... -0.22993 / -0.36315 Ha
2S+1 ... 2
Kohn-Sham gap (spin up / spin down) ... 7.93 / 4.30 eV
Net charge ... +1

---

version A takes first place; second place is 51.3 kcal/mol up.